A 16-piece molecular cluster, C81H205N11O27 overall at a distorted geometry. Source: the OMol25 dataset; level of theory: wB97M-V/def2-TZVPD.

## Properties
HOMO (eV): -7.96
HOMO-LUMO gap (eV): 8.481
Energy above the lowest of the compared OMol25 structures with the same formula, charge and spin (kcal per mole): 0.0

Element x y z (Å)
C1 0.11738 -5.91461 -4.15879
O1 -1.03193 -5.12221 -3.91489
C2 -1.09204 -4.78638 -2.52201
C3 -2.17685 -3.82391 -2.40185
N1 -1.85625 -2.49322 -3.05025
C4 -2.87672 -1.40247 -2.91475
C5 -4.15085 -1.61652 -3.72729
O2 -4.70676 -2.83323 -3.31182
C6 -5.88750 -3.18399 -4.01532
H1 0.12003 -6.84499 -3.55517
H2 1.04690 -5.35016 -3.99313
H3 0.00116 -6.20846 -5.20290
H4 -0.14211 -4.38006 -2.09792
H5 -1.30228 -5.67971 -1.90619
H6 -2.37288 -3.68794 -1.33286
H7 -3.03034 -4.36061 -2.76782
H8 -1.85557 -2.65884 -4.05507
H9 -2.44692 -0.48211 -3.16849
H10 -3.25236 -1.33609 -1.88493
H11 -3.87770 -1.67033 -4.79288
H12 -4.83844 -0.76291 -3.60587
H13 -6.73370 -2.51750 -3.87844
H14 -6.27951 -4.13406 -3.59711
H15 -5.65076 -3.36758 -5.06023
C7 2.16707 -5.41385 -7.42677
O3 3.50873 -5.86643 -7.32231
C8 4.31923 -5.64591 -8.44462
C9 4.52954 -4.17016 -8.68269
N2 5.03266 -3.56261 -7.47871
C10 4.97755 -2.13913 -7.47467
C11 5.67680 -1.57685 -6.24448
O4 5.09237 -2.04778 -5.08545
C12 5.72432 -1.59108 -3.93975
H16 1.75075 -5.81427 -8.36032
H17 2.10921 -4.33488 -7.39648
H18 1.70002 -5.86706 -6.56731
H19 3.90636 -6.12462 -9.31651
H20 5.25870 -6.06276 -8.10210
H21 3.60842 -3.65751 -9.02496
H22 5.28174 -4.13165 -9.49609
H23 4.63937 -4.00983 -6.65244
H24 3.99990 -1.73117 -7.57276
H25 5.50562 -1.73523 -8.36164
H26 5.63614 -0.47038 -6.27173
H27 6.75305 -1.89088 -6.31661
H28 5.25531 -2.27568 -3.23864
H29 5.57444 -0.54226 -3.80131
H30 6.77598 -1.83381 -3.96557
C13 -4.57999 -0.31652 1.32370
O5 -5.22907 -1.55726 1.07346
C14 -5.99030 -1.65040 -0.15862
C15 -6.58636 -3.03072 -0.31790
N3 -5.61026 -4.06934 -0.23440
C16 -6.15864 -5.39043 0.13566
C17 -5.15081 -6.49970 -0.11004
O6 -4.93301 -6.54923 -1.54894
C18 -3.92241 -7.40990 -1.95423
H31 -5.29800 0.47952 1.50529
H32 -3.81674 -0.10324 0.53897
H33 -3.98977 -0.46471 2.25995
H34 -5.32083 -1.44477 -1.01215
H35 -6.81598 -0.95672 -0.12884
H36 -7.19963 -3.00448 -1.25649
H37 -7.25588 -3.17845 0.53327
H38 -5.07121 -4.18761 -1.07633
H39 -7.03147 -5.59841 -0.48649
H40 -6.50014 -5.27084 1.17721
H41 -5.50119 -7.46103 0.20917
H42 -4.14015 -6.34540 0.32511
H43 -3.97956 -7.50152 -3.03265
H44 -4.10797 -8.39690 -1.59029
H45 -2.95405 -7.04715 -1.62455
C19 -0.63171 -4.08396 1.18254
O7 -1.91417 -4.39978 1.58880
C20 -2.69325 -3.36025 2.10717
C21 -3.94878 -3.95515 2.76289
N4 -3.62570 -4.81658 3.90877
C22 -3.18178 -4.12253 5.05642
C23 -2.94161 -5.05696 6.24784
O8 -1.97999 -6.01101 5.87688
C24 -1.88914 -6.98067 6.87998
H46 -0.06736 -3.33254 1.74975
H47 -0.64849 -3.74030 0.15383
H48 -0.06340 -5.01069 1.17413
H49 -2.97199 -2.72010 1.26887
H50 -2.10898 -2.81238 2.86856
H51 -4.51574 -4.50910 2.01050
H52 -4.55581 -3.15757 3.14564
H53 -3.03692 -5.62624 3.75421
H54 -3.84125 -3.33105 5.42345
H55 -2.26661 -3.57455 4.91698
H56 -3.85595 -5.58747 6.53967
H57 -2.56148 -4.41376 7.05648
H58 -0.88951 -7.37057 6.67238
H59 -2.66895 -7.74805 6.81133
H60 -1.90060 -6.57834 7.91360
C25 -3.02857 1.84288 3.64553
O9 -2.20155 0.73101 3.40936
C26 -1.41970 0.31879 4.56336
C27 -0.69959 -0.95152 4.13848
N5 0.09595 -0.74393 2.94256
C28 1.37472 -0.11893 3.14055
C29 2.38357 -1.15429 3.51970
O10 3.60085 -0.50400 3.90365
C30 4.38602 -1.14966 4.89306
H61 -3.59575 1.96402 2.72956
H62 -2.39806 2.73757 3.79821
H63 -3.75297 1.74405 4.47601
H64 -2.03931 0.10212 5.47318
H65 -0.74964 1.12983 4.75231
H66 -1.47241 -1.72261 3.98211
H67 -0.13293 -1.28912 5.00413
H68 -0.44654 -0.20812 2.28237
H69 1.34221 0.66918 3.90653
H70 1.65381 0.34847 2.16755
H71 2.47954 -1.87634 2.67205
H72 2.04463 -1.81151 4.34203
H73 3.93430 -0.96501 5.85618
H74 5.32813 -0.63034 4.84965
H75 4.37905 -2.23230 4.75020
C31 9.37545 -3.14958 2.34343
O11 9.24768 -4.07543 1.32333
C32 8.25472 -3.78389 0.34550
C33 8.18126 -4.88912 -0.70868
N6 7.21705 -4.53350 -1.76002
C34 6.90408 -5.78555 -2.48371
C35 5.98184 -5.43856 -3.59645
O12 4.68394 -5.23305 -3.00411
C36 3.65589 -4.74491 -3.90868
H76 9.17718 -2.13770 2.00496
H77 10.38299 -3.22380 2.75854
H78 8.66855 -3.40688 3.16545
H79 8.52501 -2.82363 -0.10660
H80 7.25903 -3.61523 0.83271
H81 7.91894 -5.83062 -0.14784
H82 9.10769 -5.06975 -1.20593
H83 6.34260 -4.27766 -1.28611
H84 6.47689 -6.62721 -1.90009
H85 7.82579 -6.21472 -2.88013
H86 5.91615 -6.17578 -4.39342
H87 6.25439 -4.51570 -4.10183
H88 4.09285 -3.88574 -4.44763
H89 2.81122 -4.56471 -3.28547
H90 3.44080 -5.53622 -4.62418
C37 -5.10070 4.97160 1.72255
O13 -6.41559 4.46171 1.71509
C38 -7.34148 5.45568 1.28200
C39 -8.68627 4.88861 1.36060
N7 -9.02287 4.47494 2.70011
C40 -10.20432 3.60285 2.69093
C41 -10.31069 2.41215 1.78250
O14 -9.41477 1.38551 2.17520
C42 -8.52649 0.89117 1.17048
H91 -4.86272 5.51491 0.77314
H92 -4.39996 4.14209 1.82203
H93 -5.00960 5.64645 2.58109
H94 -7.09833 5.69182 0.24118
H95 -7.11718 6.34537 1.87810
H96 -8.66279 4.06847 0.56854
H97 -9.45243 5.59353 1.05268
H98 -8.23964 4.01002 3.12016
H99 -11.09635 4.23206 2.50160
H100 -10.32300 3.22880 3.70825
H101 -10.18594 2.74344 0.74279
H102 -11.37911 2.12061 1.88502
H103 -8.11708 -0.01765 1.62775
H104 -7.66484 1.54644 0.96752
H105 -9.03596 0.72323 0.25181
C43 -7.35716 0.38646 -6.39239
O15 -7.77067 1.27437 -5.36765
C44 -8.11031 0.44815 -4.22562
C45 -7.85139 1.05406 -2.87850
N8 -6.48173 1.43379 -2.70352
C46 -6.18290 2.02887 -1.44762
C47 -4.65773 2.35128 -1.39871
O16 -4.58242 3.53915 -2.13935
C48 -3.28116 4.08798 -2.22701
H106 -7.03181 0.96809 -7.24892
H107 -8.16467 -0.30602 -6.67600
H108 -6.61196 -0.31042 -6.06979
H109 -7.45258 -0.45074 -4.22946
H110 -9.16899 0.18281 -4.36522
H111 -8.05812 0.21730 -2.20706
H112 -8.53086 1.79326 -2.51959
H113 -6.21446 2.08772 -3.42343
H114 -6.30569 1.33791 -0.61229
H115 -6.75195 2.92761 -1.18656
H116 -4.10393 1.50905 -1.82593
H117 -4.31682 2.47948 -0.36342
H118 -2.55782 3.31828 -2.44278
H119 -2.98961 4.45789 -1.24873
H120 -3.35034 4.77908 -3.03710
C49 0.57172 3.64169 4.90995
O17 1.40494 3.37119 3.80391
C50 2.81193 3.48369 4.05639
C51 3.52810 3.02613 2.83771
N9 3.37332 3.92181 1.73622
C52 4.10597 3.58280 0.54035
C53 3.72111 2.24241 -0.09025
O18 2.55898 2.40750 -0.80997
C54 2.74273 2.79206 -2.13594
H121 0.63541 4.65833 5.22325
H122 0.80087 2.93075 5.71033
H123 -0.43987 3.56164 4.54096
H124 3.08365 2.83174 4.90230
H125 3.13562 4.51893 4.23337
H126 3.23500 1.98186 2.67656
H127 4.61672 3.02007 3.09906
H128 2.35819 3.90442 1.59048
H129 5.13347 3.61561 0.83515
H130 4.04399 4.33873 -0.23228
H131 3.58068 1.51955 0.72683
H132 4.58364 1.87573 -0.68540
H133 3.42096 2.14965 -2.72597
H134 3.16750 3.80005 -2.19323
H135 1.76221 2.75028 -2.63260
C55 9.50684 5.05175 2.36202
O19 9.63525 4.07827 1.36827
C56 10.48687 3.00548 1.77032
C57 10.11884 1.81526 0.91463
N10 8.96359 1.02454 1.45658
C58 7.70856 1.73459 1.32871
C59 6.58266 0.76085 1.65027
O20 6.57146 -0.32809 0.71894
C60 5.49787 -1.22508 1.06991
H136 10.47037 5.35496 2.76188
H137 8.96893 4.64683 3.27719
H138 8.95231 5.85680 1.93991
H139 10.38108 2.72914 2.83830
H140 11.55764 3.23698 1.55041
H141 10.94825 1.11889 0.89567
H142 9.85251 2.22116 -0.04429
H143 8.92459 0.14152 0.97133
H144 7.56418 2.28249 0.36795
H145 7.71866 2.55416 2.04993
H146 5.63143 1.29423 1.62883
H147 6.74749 0.30693 2.63566
H148 5.78138 -1.66401 2.03867
H149 5.35780 -1.94001 0.28386
H150 4.56596 -0.62213 1.19035
C61 3.04351 -1.38168 -1.26403
O21 1.82267 -0.68366 -1.44903
C62 0.70939 -1.42222 -0.93312
C63 -0.44182 -0.50783 -0.70573
N11 -0.12106 0.64743 0.14264
C64 -1.26497 1.53219 0.24312
C65 -0.87526 2.79222 0.97606
O22 -2.04431 3.60471 1.15211
C66 -1.71552 4.88235 1.65625
H151 2.99587 -2.33352 -1.82222
H152 3.15493 -1.63331 -0.19873
H153 3.91635 -0.78974 -1.55438
H154 0.97262 -1.95863 -0.02575
H155 0.43932 -2.17991 -1.67601
H156 -1.19337 -1.07082 -0.12774
H157 -0.91549 -0.17703 -1.64507
H158 0.71534 1.10041 -0.28732
H159 -2.06111 1.02559 0.78568
H160 -1.64915 1.79199 -0.76545
H161 -0.11112 3.37153 0.43422
H162 -0.44234 2.50788 1.97976
H163 -1.12693 4.83602 2.57332
H164 -2.59109 5.47728 1.88976
H165 -1.05219 5.45351 0.99367
C67 -1.87386 8.62802 0.03682
C68 -1.81779 9.85439 0.90326
C69 -2.54481 9.65479 2.22661
O23 -0.49950 10.29820 1.17967
H166 -1.49609 8.68661 -0.99483
H167 -2.92184 8.34562 -0.18183
H168 -1.49960 7.74702 0.55990
H169 -2.34452 10.66621 0.42259
H170 -2.52043 10.54799 2.85089
H171 -2.21081 8.77971 2.82217
H172 -3.56943 9.36449 1.99696
H173 -0.17326 10.82762 0.44120
C70 2.13837 0.53005 -5.57098
C71 0.88670 -0.26715 -5.06656
C72 1.30053 -1.71428 -4.86949
O24 0.30420 0.24411 -3.89964
H174 2.36732 0.21155 -6.55997
H175 2.98759 0.33877 -4.89800
H176 2.02606 1.62814 -5.65262
H177 0.13815 -0.15459 -5.87511
H178 0.51128 -2.35664 -4.47130
H179 2.10802 -1.75270 -4.12583
H180 1.77002 -2.10459 -5.74962
H181 0.82967 -0.06819 -3.14132
C73 3.82969 -4.40421 1.72346
C74 3.85637 -5.03568 0.32891
C75 2.34254 -5.33638 -0.11597
O25 4.46063 -4.17294 -0.58240
H182 3.39629 -5.05521 2.48397
H183 3.22613 -3.50352 1.57347
H184 4.79462 -4.14602 2.12876
H185 4.44457 -5.98290 0.34565
H186 2.37314 -5.92299 -1.08320
H187 1.80250 -4.39784 -0.23817
H188 1.87642 -5.93714 0.64905
H189 4.29813 -4.44330 -1.49839
C76 -2.32093 6.57181 4.63930
C77 -1.31719 7.23000 5.61224
C78 -1.33234 6.62754 7.02200
O26 0.01966 7.13039 5.15964
H190 -2.37108 5.52029 4.83626
H191 -2.05386 6.75717 3.59436
H192 -3.28615 7.00761 4.82424
H193 -1.59305 8.30385 5.78241
H194 -0.77156 7.21279 7.75271
H195 -0.86217 5.64200 6.94328
H196 -2.35935 6.52031 7.33295
H197 0.08557 7.53067 4.26832
C79 2.12834 6.68056 0.78899
C80 1.68949 6.69206 2.24883
C81 2.75078 7.22472 3.15011
O27 0.45902 7.42597 2.43835
H198 3.17220 6.38858 0.75707
H199 2.06641 7.67085 0.34272
H200 1.64146 5.94092 0.12963
H201 1.52342 5.66806 2.55097
H202 3.08012 8.25058 2.92388
H203 3.69705 6.69999 2.98027
H204 2.50000 7.14706 4.20854
H205 0.44226 8.26025 1.92386

Force components x, y, z for each atom (eV/Å):
-0.595 -0.300 -0.484
1.041 -0.222 1.146
1.267 -0.407 -0.123
-0.723 1.757 0.807
-1.155 -0.437 0.109
-1.136 -2.239 0.928
0.786 0.309 -0.454
-1.162 -0.157 0.119
0.045 -1.312 0.667
0.030 0.432 -0.043
-0.280 -0.186 -0.088
0.438 -0.050 0.006
-0.152 -0.143 -0.753
-0.058 0.088 -0.290
-0.018 0.404 -0.004
-0.853 0.234 -0.535
0.447 -0.235 0.066
0.826 1.361 -0.480
0.558 -0.076 0.144
-0.137 -0.048 -0.127
-0.002 -0.144 0.133
0.150 0.750 -0.155
0.597 0.283 -0.126
-0.172 0.226 -0.326
0.875 -0.894 -0.370
-0.465 -0.231 0.650
-0.040 0.698 0.927
0.257 0.005 -0.496
0.381 -0.711 -0.005
1.358 0.579 0.124
0.883 0.431 -1.382
-0.659 -0.337 -1.126
-0.211 -1.660 0.323
-0.313 0.227 0.136
-0.204 0.400 0.004
-0.549 0.136 0.110
-0.037 -0.406 -0.533
0.373 -0.292 -0.562
0.147 -0.279 -0.145
-0.314 0.404 0.225
-0.042 0.377 -0.241
-1.410 0.341 0.151
0.039 -0.315 0.336
0.068 -0.210 -0.017
-0.632 0.234 0.265
0.196 0.727 1.146
-0.225 0.797 0.477
0.611 0.079 0.045
0.823 -1.144 0.334
-0.639 -0.138 -0.600
1.358 0.021 0.543
-0.257 0.291 0.289
0.552 -1.206 0.046
0.212 1.089 -0.119
1.239 0.586 -1.132
-1.157 0.842 0.652
-0.171 0.124 -0.195
-0.042 0.373 -0.317
-0.729 0.212 0.181
-0.490 0.107 -0.622
-0.216 0.182 0.161
-0.262 0.617 -0.161
0.231 -0.182 0.469
-0.275 0.005 -0.088
0.099 0.263 -0.409
-0.288 -0.320 -0.013
0.213 -0.624 -0.198
-0.439 -0.613 0.342
-0.619 0.298 0.264
0.234 0.323 -0.253
0.095 -0.963 0.588
0.382 -0.093 -0.017
0.733 -0.183 -0.609
-0.338 -1.056 0.717
-0.335 0.270 0.132
1.333 -0.960 -0.049
-1.128 -0.158 -0.338
0.215 -0.108 1.554
-0.275 0.908 -0.982
-0.454 0.459 0.322
1.224 -0.425 0.107
-0.439 0.021 0.429
0.048 0.341 -0.510
0.061 -0.064 0.130
-0.178 0.489 0.152
-0.278 -0.104 -0.560
0.103 0.139 0.157
-0.453 0.490 -0.003
-0.014 0.307 -0.503
-0.665 -0.179 -0.324
1.049 0.254 -0.212
-0.116 0.269 0.073
-0.131 -0.348 0.225
-0.230 -0.724 0.525
0.063 0.032 -0.128
-0.002 0.109 -0.492
0.154 0.407 -0.113
-0.095 -0.814 1.246
-1.168 -0.443 -0.663
-0.544 0.454 0.225
-0.414 -0.871 0.080
-0.108 0.633 -0.390
0.756 -0.970 0.400
-0.388 -0.173 -0.791
-1.251 0.284 -0.493
-0.110 0.295 -0.112
-0.367 -0.084 0.056
0.448 -0.261 -0.093
0.153 0.376 -0.746
0.687 0.533 0.491
0.416 0.418 -0.015
0.478 -0.126 -0.116
-0.007 0.037 -0.295
0.167 0.095 -0.054
-0.086 -0.182 0.679
0.461 0.593 0.301
-0.155 0.456 0.033
-0.122 0.049 0.644
0.647 -0.425 0.068
0.636 -0.012 -0.169
-0.524 -0.195 1.068
-0.014 -1.096 -1.167
0.060 0.626 0.355
-0.964 0.039 1.241
-0.326 -1.449 0.927
0.473 0.300 -0.286
-1.323 0.289 -0.553
-0.491 -0.026 -0.397
2.371 -0.729 -0.256
0.020 0.367 -0.033
-0.035 0.083 -0.139
0.213 0.378 -0.292
-0.122 0.056 -0.269
0.499 -0.364 -0.310
0.052 0.540 -0.530
0.981 0.024 -0.052
0.330 0.111 -0.137
-0.087 0.579 0.218
0.182 0.245 -0.174
-0.106 -0.535 0.068
0.384 0.304 0.073
-0.776 -0.020 0.261
-0.658 0.566 0.247
-0.227 -0.059 -0.205
-0.075 0.111 -0.300
-0.016 -0.312 -0.344
1.998 0.491 -0.136
-0.701 -0.902 -0.636
-0.685 -0.680 -0.625
-0.311 0.917 1.176
-0.275 0.244 -0.310
-0.037 0.246 -0.516
0.528 0.257 1.610
-0.148 -0.299 0.579
-0.111 0.012 0.034
0.321 0.174 -0.094
-0.086 0.195 -0.138
-0.586 0.225 0.147
-0.244 0.537 0.942
-0.017 0.300 -0.328
0.325 -0.357 0.099
0.321 -0.118 -0.020
-0.059 0.016 0.123
0.179 -0.441 0.010
0.593 -0.459 -0.109
-0.143 -0.046 -0.504
-0.360 0.233 0.227
-0.493 -0.460 -0.856
-1.012 0.176 -0.381
0.497 -0.927 0.845
0.098 0.137 -0.800
0.060 -0.803 0.424
0.195 -0.188 -0.703
1.957 -0.377 1.487
-1.905 0.248 0.280
0.528 0.000 -0.335
-0.607 -0.892 0.582
0.027 -0.015 -0.033
-0.297 0.421 -0.237
1.120 -0.064 0.373
-0.563 0.363 -0.256
0.234 -0.282 0.342
0.065 -0.241 0.255
-0.876 1.128 -0.260
0.039 0.106 -0.323
-0.474 -0.395 -0.209
-0.042 0.193 -0.134
0.150 0.093 -0.286
0.008 0.224 0.019
0.407 -0.454 -0.480
0.107 0.712 0.074
0.418 0.844 -0.210
0.300 -0.452 -0.539
0.587 0.243 -0.359
-0.646 0.147 0.304
2.057 -0.928 0.588
-1.850 0.572 -0.177
0.039 -0.604 0.143
1.774 0.309 0.949
-1.141 -0.842 -0.267
-0.133 0.259 -0.964
0.490 0.916 0.555
-0.282 0.111 0.185
-0.404 -0.502 0.053
-0.032 0.222 -0.050
-0.423 0.006 0.373
0.055 -0.033 -0.267
-0.578 -0.194 -0.073
0.326 0.361 -0.590
1.000 -0.333 0.139
-0.421 0.460 -0.025
-0.314 -0.021 -0.418
-0.487 -0.006 -0.122
-0.110 -0.197 0.477
-0.168 0.139 -0.108
0.299 0.178 0.186
-0.289 -1.065 1.523
0.440 -0.455 0.368
0.293 -0.332 -0.380
-1.066 -1.004 1.294
1.191 1.064 -0.330
-0.232 -0.203 0.110
0.380 -0.123 -0.405
-0.577 0.281 -0.112
0.449 1.613 0.630
0.336 0.421 -0.222
0.198 0.322 -0.946
-0.294 0.753 -0.142
-0.075 0.377 -0.335
-0.614 0.225 0.334
0.277 0.005 -0.372
0.224 0.007 -0.911
-0.174 -0.082 -0.224
0.018 -0.676 0.050
-0.255 -0.109 0.277
-0.206 -0.121 0.115
-0.080 0.369 0.189
-0.455 -0.295 -0.210
0.164 -0.505 -0.261
0.451 -0.531 0.088
-0.527 -0.581 0.309
0.151 0.359 0.169
0.563 -0.260 -0.687
-1.027 0.558 0.794
1.263 -0.219 -0.663
0.380 0.398 -0.722
-0.078 0.145 1.110
0.255 0.128 -0.083
0.883 0.098 0.144
0.295 0.238 0.059
-0.014 -0.028 -0.258
-0.386 0.106 -0.208
0.296 0.175 0.443
-0.208 -0.049 -0.024
-0.052 -0.151 -0.412
0.244 -0.204 0.073
-0.918 -0.051 0.512
-0.052 -0.031 0.109
-0.084 0.015 0.273
-0.041 -0.170 -0.043
-0.309 0.346 -0.765
0.001 -0.357 0.350
-0.305 -0.203 -0.281
-0.235 -0.083 -0.383
-1.158 -1.119 -0.739
-0.449 0.286 0.396
-0.095 -1.042 0.239
0.720 -0.097 0.060
0.604 0.323 0.543
0.094 0.353 0.414
0.478 0.088 -0.103
-0.216 0.357 -0.430
-0.025 -0.058 -0.108
0.438 0.586 -0.369
-0.268 0.400 -0.011
-0.074 -0.218 0.121
-0.509 0.474 1.267
0.631 0.496 -1.089
0.285 0.067 0.820
0.019 0.306 0.474
0.423 -0.539 -0.831
-0.075 -0.025 -0.240
-0.404 -0.498 0.328
0.062 -0.256 0.469
-0.149 0.092 -0.356
-0.051 0.182 0.100
-0.040 -0.450 -0.739
-0.005 0.134 -0.112
-0.313 0.058 -0.694
-1.428 -1.415 0.219
2.252 -0.501 -0.649
0.244 1.267 0.332
-0.375 -0.051 -0.290
0.071 0.053 0.547
0.569 0.284 -0.251
-0.521 0.250 0.063
-0.214 0.687 0.941
0.030 0.031 -0.064
-0.270 -0.240 0.141
0.187 -0.478 -0.052
0.769 0.888 0.533
-0.018 0.835 0.643
0.196 -0.419 -0.874
-0.009 0.247 -0.307
-0.013 -0.785 -0.094
0.081 -0.045 0.280
-0.642 0.084 0.023
0.155 -0.495 -0.589
-0.070 0.091 -0.219
-0.152 -0.047 0.215
-0.343 -0.107 0.361
0.033 -0.353 0.216
0.276 -0.307 -0.276
-0.259 0.383 -0.681
1.636 0.660 0.246
-0.292 0.110 -0.348
0.263 0.030 0.055
-0.162 0.162 -0.068
-0.333 0.405 0.426
-0.582 -0.234 0.174
-0.680 0.091 0.034
-0.248 -0.491 0.142
-0.142 0.070 -0.080
0.314 -0.502 0.275